(1)
8 unconnected molecules or ions with the total composition C18H37FN10O22P in a non-equilibrium geometry. Source: the Open Molecules 2025 dataset; level of theory: ωB97M-V with the def2-TZVPD basis set.

Each line ends with the Mulliken charge.
Geometry (Å):
C: 3.023 -2.131 0.829  -0.644
C: 2.871 -2.449 -0.704  0.560
O: 3.739 -2.931 -1.361  -0.540
O: 1.616 -2.096 -1.243  -0.311
C: 1.789 -0.772 -1.833  -0.567
N: 0.538 -0.181 -2.326  0.408
P: -0.792 -1.288 -2.379  0.567
O: -1.839 -0.937 -3.412  -0.751
C: 0.235 1.121 -1.720  1.199
C: -1.080 1.841 -2.228  -1.460
C: -2.315 1.752 -1.281  0.245
O: -2.945 2.779 -1.101  -0.643
N: -2.805 0.543 -0.632  0.769
C: -3.945 -0.080 -1.364  -0.988
C: -3.202 0.982 0.735  -0.893
C: 1.432 2.094 -2.149  -0.028
O: 2.419 2.266 -1.415  -0.645
O: 1.385 2.675 -3.300  -0.837
C: 0.209 1.141 -0.148  -0.502
O: -0.009 0.137 0.480  -0.497
N: 0.391 2.393 0.653  0.436
C: 1.555 2.307 1.497  0.527
O: 2.483 3.016 1.391  -0.412
F: 1.618 1.380 2.538  -0.270
H: 3.542 -2.972 1.365  0.120
H: 3.569 -1.163 0.948  0.320
H: 1.990 -1.974 1.241  0.329
H: 2.477 -0.871 -2.722  0.425
H: 2.340 -0.153 -1.083  0.363
H: -0.307 -2.579 -2.773  -0.009
H: -1.363 -1.498 -1.082  0.001
H: -0.827 2.934 -2.289  0.484
H: -1.355 1.564 -3.283  0.308
H: -4.848 -0.023 -0.709  0.384
H: -3.708 -1.181 -1.450  0.189
H: -4.097 0.323 -2.384  0.340
H: -2.480 1.745 1.150  0.071
H: -4.215 1.478 0.715  0.495
H: -3.176 0.128 1.469  0.363
H: -0.399 2.402 1.322  0.246
C: -4.381 3.806 3.505  -0.737
N: -3.138 2.994 3.559  0.751
O: -2.845 2.482 4.622  -0.567
O: -2.503 2.902 2.526  -0.477
H: -4.843 3.802 4.487  0.301
H: -4.100 4.816 3.213  0.295
H: -5.038 3.351 2.766  0.273
C: -7.964 0.610 -3.703  -0.786
N: -6.775 0.380 -2.840  0.859
O: -6.125 -0.630 -3.047  -0.491
O: -6.547 1.222 -1.994  -0.458
H: -8.048 -0.212 -4.408  0.317
H: -8.836 0.654 -3.055  0.278
H: -7.813 1.553 -4.225  0.293
C: 3.169 -4.563 -4.381  -0.677
N: 1.900 -4.971 -5.043  0.921
O: 1.137 -4.091 -5.386  -0.510
O: 1.719 -6.167 -5.195  -0.565
H: 3.197 -3.480 -4.313  0.250
H: 3.181 -5.011 -3.390  0.269
H: 3.990 -4.933 -4.991  0.311
C: 4.160 -4.040 5.213  -0.705
N: 3.461 -3.737 3.937  0.907
O: 2.702 -2.786 3.929  -0.486
O: 3.701 -4.470 2.991  -0.554
H: 3.853 -3.316 5.959  0.232
H: 3.877 -5.042 5.509  0.318
H: 5.230 -3.972 5.024  0.311
C: 1.289 5.583 2.133  -0.676
N: 0.188 6.518 2.493  0.938
O: -0.522 6.216 3.437  -0.547
O: 0.073 7.521 1.816  -0.555
H: 1.270 4.742 2.818  0.289
H: 1.121 5.253 1.111  0.273
H: 2.225 6.130 2.221  0.278
C: 2.675 1.997 -6.606  -0.489
N: 3.931 1.200 -6.543  0.900
O: 4.236 0.714 -5.474  -0.490
O: 4.568 1.092 -7.579  -0.588
H: 2.215 2.009 -5.617  0.139
H: 2.942 3.004 -6.920  0.262
H: 2.022 1.517 -7.332  0.280
C: 1.160 -4.268 8.348  -0.703
N: 2.399 -5.082 8.479  0.830
O: 2.636 -5.572 9.564  -0.516
O: 3.088 -5.198 7.480  -0.527
H: 0.651 -4.252 9.306  0.314
H: 1.457 -3.264 8.050  0.286
H: 0.539 -4.736 7.587  0.277

Results
HOMO energy (Eh): -0.1934
DFT total energy (eV): -91198.702
Largest force on an atom (eV Å⁻¹): 4.19
Net charge: -1
Frontier orbital gap (hartree): 0.2269

=====

(2)
2 unconnected molecules or ions with the total composition C3H3ClF3NO in a non-equilibrium geometry. Source: the Open Molecules 2025 dataset; level of theory: ωB97M-V with the def2-TZVPD basis set.

Each line ends with the natural charge from an NBO analysis.
Geometry (Å):
C: -0.917 -0.149 -0.702  0.437
C: 1.368 -0.321 2.233  0.074
C: -0.565 1.191 -0.506  0.697
N: -0.757 -0.624 -1.978  -0.812
O: -1.395 -0.850 0.213  -0.576
F: 2.452 -0.679 1.541  -0.331
F: 0.131 1.916 -1.397  -0.304
F: -0.563 1.796 0.684  -0.284
Cl: 0.014 -1.247 2.099  0.124
H: 1.374 0.689 2.594  0.163
H: -0.185 -0.127 -2.638  0.399
H: -0.957 -1.594 -2.142  0.412

Results
ΔE to the lowest compared entry with this formula, charge and spin (eV): 3.502
HOMO energy (spin up / spin down) (Eh): -0.2725 / -0.3373
DFT total energy (eV): -27368.201
Largest force on an atom (eV Å⁻¹): 3.00
Net charge: 0
Frontier orbital gap (spin up / spin down) (hartree): 0.2308 / 0.3615

=====

(3)
A single C9H11NOS molecule in a non-equilibrium geometry. Source: the Open Molecules 2025 dataset; level of theory: ωB97M-V with the def2-TZVPD basis set.

Each line ends with the natural charge from an NBO analysis.
Geometry (Å):
C: 1.662 3.653 -0.401  -0.256
C: 0.299 3.311 -0.381  -0.186
C: 2.584 2.730 0.087  -0.198
C: -0.121 1.967 -0.139  -0.243
C: 2.155 1.413 0.381  -0.211
C: 0.845 0.989 0.270  -0.101
C: -1.226 -2.230 0.526  -0.224
C: -1.424 -3.130 -0.683  -0.624
C: 0.447 -0.419 0.444  -0.009
N: -0.768 -0.874 0.377  -0.560
O: -3.636 -4.451 -0.709  -0.765
S: -2.263 -4.707 -0.185  0.908
H: 1.860 4.752 -0.354  0.211
H: -0.312 4.054 -0.756  0.204
H: 3.610 2.999 0.279  0.212
H: -1.118 1.706 0.010  0.185
H: 2.913 0.731 0.789  0.204
H: -2.131 -2.303 1.277  0.215
H: -0.384 -2.776 1.119  0.196
H: -2.084 -2.727 -1.369  0.234
H: -0.626 -3.281 -1.368  0.233
H: 1.226 -1.119 0.685  0.187
H: -1.508 -0.288 0.100  0.387

Results
ΔE to the lowest compared entry with this formula, charge and spin (eV): 3.872
HOMO energy (spin up / spin down) (Eh): -0.3286 / -0.2161
DFT total energy (eV): -23880.583
Largest force on an atom (eV Å⁻¹): 4.95
Net charge: 0
Frontier orbital gap (spin up / spin down) (hartree): 0.3438 / 0.1724